This record from OMol25 describes a structure of composition C31H73AlBN5O9P. The level of theory is ωB97M-V/def2-TZVPD.

Gap between HOMO and LUMO in eV: 5.795
Energy in eV: -75773.668
Charge: -1
E_LUMO in eV: 1.625
E_HOMO in eV: -4.170

Geometry as XYZ:
```
121
Properties=species:S:1:pos:R:3:lowdin_charge:R:1
C 5.084 3.426 1.637 -0.21
C 4.145 2.211 1.518 -0.31
Al 3.823 1.217 3.255 0.34
C 2.420 -0.238 2.912 -0.25
C 1.408 -0.350 4.057 -0.31
C 0.608 -1.657 4.122 -0.21
C -0.298 -1.975 2.919 -0.20
C -1.788 -1.617 3.062 -0.20
C -1.948 -0.182 3.543 -0.22
C -3.298 0.461 3.266 -0.20
C -3.361 1.841 3.953 -0.21
C -4.166 2.866 3.177 -0.20
C -3.479 3.475 1.924 -0.19
C -1.956 3.608 1.981 -0.16
C -1.198 2.465 1.324 -0.24
O -0.551 2.875 0.117 -0.19
C 0.391 1.867 -0.246 -0.09
P 3.170 2.768 4.936 0.55
O 3.989 2.533 6.195 -0.62
B 5.583 0.259 4.016 -0.60
O 5.634 -1.104 4.368 0.05
O 6.765 1.001 4.179 -0.07
C 7.661 0.796 3.082 -0.11
H 6.006 3.143 2.146 0.04
H 5.371 3.788 0.651 0.05
H 4.636 4.224 2.217 0.04
H 3.209 2.598 1.122 0.02
H 4.517 1.521 0.763 0.02
H 2.968 -1.170 2.804 0.04
H 1.907 -0.011 1.978 0.03
H 0.774 0.529 4.013 0.07
H 1.954 -0.279 5.000 0.09
H -0.021 -1.638 5.011 0.10
H 1.320 -2.469 4.226 0.10
H -0.268 -3.058 2.801 0.10
H 0.079 -1.567 1.987 0.10
H -2.206 -1.646 2.058 0.09
H -2.302 -2.321 3.711 0.11
H -1.225 0.405 2.998 0.08
H -1.700 -0.056 4.593 0.12
H -3.382 0.656 2.200 0.09
H -4.119 -0.173 3.587 0.10
H -3.844 1.701 4.918 0.11
H -2.352 2.165 4.174 0.10
H -4.443 3.675 3.849 0.10
H -5.108 2.421 2.865 0.09
H -3.882 4.474 1.802 0.10
H -3.790 2.918 1.043 0.10
H -1.684 4.507 1.439 0.11
H -1.584 3.744 2.988 0.11
H -1.856 1.632 1.086 0.10
H -0.420 2.126 2.006 0.11
H 0.567 1.867 -1.315 0.08
H -0.037 0.898 0.013 0.08
H 1.309 1.959 0.319 0.07
H 3.374 4.131 4.552 -0.07
H 1.782 2.747 5.282 -0.07
H 5.385 -1.183 5.308 0.10
H 7.975 -0.246 3.058 0.08
H 8.524 1.425 3.261 0.08
H 7.177 1.057 2.142 0.07
C -2.306 -1.121 -1.731 -0.35
O -2.591 -0.949 -0.561 0.01
N -2.403 -0.166 -2.668 -0.18
C -2.049 -0.394 -4.054 -0.06
C -2.881 1.132 -2.224 -0.03
H -1.945 -2.089 -2.121 0.14
H -1.250 0.288 -4.352 0.07
H -2.918 -0.223 -4.695 0.09
H -1.704 -1.414 -4.191 0.06
H -2.209 1.514 -1.453 0.08
H -3.873 1.021 -1.784 0.09
H -2.925 1.833 -3.054 0.09
C -8.434 0.407 0.517 -0.37
O -8.138 0.083 -0.618 0.01
N -7.704 0.132 1.612 -0.19
C -8.119 0.546 2.936 -0.06
C -6.457 -0.604 1.463 -0.03
H -9.357 0.970 0.746 0.13
H -7.366 1.203 3.378 0.08
H -8.247 -0.326 3.581 0.09
H -9.064 1.083 2.880 0.08
H -5.778 -0.051 0.814 0.09
H -6.648 -1.577 1.010 0.09
H -5.994 -0.739 2.436 0.07
C -1.090 -3.403 -6.210 -0.34
O -0.509 -2.336 -6.278 0.00
N -2.021 -3.822 -7.087 -0.20
C -2.683 -5.105 -6.954 -0.06
C -2.368 -2.953 -8.198 -0.04
H -0.897 -4.129 -5.402 0.14
H -2.491 -5.721 -7.835 0.09
H -3.760 -4.964 -6.849 0.09
H -2.311 -5.626 -6.075 0.08
H -1.485 -2.752 -8.806 0.09
H -2.746 -2.001 -7.826 0.09
H -3.128 -3.431 -8.810 0.08
C 3.959 -1.494 -1.242 -0.34
O 3.491 -0.507 -0.716 0.02
N 4.998 -2.204 -0.740 -0.19
C 5.511 -3.372 -1.418 -0.07
C 5.606 -1.785 0.520 -0.02
H 3.557 -1.892 -2.185 0.10
H 5.423 -4.253 -0.776 0.08
H 6.565 -3.229 -1.675 0.08
H 4.947 -3.545 -2.333 0.08
H 4.859 -1.787 1.315 0.09
H 5.995 -0.770 0.425 0.09
H 6.416 -2.463 0.780 0.09
C 1.907 -0.864 -4.611 -0.33
O 2.496 -1.725 -3.983 0.00
N 2.519 0.064 -5.376 -0.19
C 1.781 1.075 -6.106 -0.05
C 3.969 0.044 -5.457 -0.04
H 0.809 -0.767 -4.600 0.11
H 1.979 0.987 -7.177 0.09
H 2.078 2.072 -5.772 0.09
H 0.714 0.951 -5.937 0.07
H 4.309 -0.913 -5.858 0.09
H 4.401 0.169 -4.464 0.09
H 4.308 0.849 -6.104 0.08
```

=====

This record from OMol25 describes a cluster of 2 separate species, C2HClF2O2 in total. The level of theory is ωB97M-V/def2-TZVPD.

Gap between HOMO and LUMO (alpha / beta) in eV: 5.775 / 5.772
ΔE to the lowest compared entry with this formula, charge and spin in kcal/mol: 216.8
Energy in eV: -24133.252
E_LUMO (alpha / beta) in eV: -3.020 / -3.020
E_HOMO (alpha / beta) in eV: -8.795 / -8.792

Geometry as XYZ:
```
8
Properties=species:S:1:pos:R:3:lowdin_charge:R:1
C 1.531 -0.586 0.093 -0.39
C 1.883 0.661 0.018 -0.49
O -2.589 -0.106 0.291 -0.06
O -2.100 -1.339 -0.040 -0.32
F 3.092 1.053 0.048 0.17
F 1.030 1.744 0.081 0.08
Cl 0.190 -1.472 -0.029 0.97
H -3.037 0.047 -0.463 0.02
```

=====

This record from OMol25 describes a structure of composition C4H4LuO2. The level of theory is ωB97M-V/def2-TZVPD.

Gap between HOMO and LUMO (alpha / beta) in eV: 4.067 / 7.513
ΔE to the lowest compared entry with this formula, charge and spin in kcal/mol: 87.1
Energy in eV: -41865.551
Spin multiplicity: 2
Charge: +4
E_LUMO (alpha / beta) in eV: -21.549 / -21.671
E_HOMO (alpha / beta) in eV: -25.616 / -29.184

Geometry as XYZ:
```
11
Properties=species:S:1:pos:R:3:mulliken_spin:R:1
H 0.104 1.256 -1.052 0.02
O 3.113 -0.778 -0.216 0.01
C 2.050 -0.649 0.094 -0.02
C 0.695 -0.478 0.550 0.04
C -0.190 0.471 -0.245 0.16
C -1.179 1.319 0.345 0.53
H 0.559 -0.665 1.622 -0.01
H -1.751 0.927 1.189 0.04
H -1.638 2.097 -0.263 0.02
O -0.364 -0.928 -0.380 -0.09
Lu -1.398 -2.570 -1.645 0.30
```

=====

This record from OMol25 describes a structure of composition C21H45I2NO2P. The level of theory is ωB97M-V/def2-TZVPD.

Gap between HOMO and LUMO in eV: 9.011
Energy in eV: -53575.095
Charge: +1
E_LUMO in eV: -3.154
E_HOMO in eV: -12.165

Geometry as XYZ:
```
72
Properties=species:S:1:pos:R:3:lowdin_charge:R:1
C 3.920 1.024 2.292 -0.10
C 4.184 1.830 0.999 -0.25
C 3.182 2.973 0.796 -0.22
C 3.204 3.418 -0.664 -0.21
C 2.046 4.335 -1.056 -0.19
C 0.678 3.763 -0.595 -0.22
C 0.100 4.585 0.558 -0.19
C -0.881 3.811 1.473 -0.21
C -2.301 4.399 1.493 -0.18
C -3.009 4.068 0.163 -0.19
C -4.084 2.960 0.256 -0.18
C -3.758 1.760 1.169 -0.21
C -3.722 0.372 0.443 -0.31
P -2.020 -0.155 0.138 0.85
N -1.392 0.973 -0.946 -0.09
C -1.126 -0.182 1.735 -0.33
O -0.584 -1.441 2.000 -0.27
C 0.153 -1.385 3.218 -0.07
C -1.984 -1.756 -0.683 -0.84
I -3.860 -2.761 -0.753 1.01
C -0.913 -2.299 -1.198 -0.80
C -0.854 -3.592 -1.926 -0.17
I 0.955 -1.269 -0.994 1.01
H 4.804 0.968 2.911 0.07
H 3.101 1.454 2.857 0.06
H 3.656 0.008 2.014 0.06
H 4.093 1.160 0.147 0.09
H 5.200 2.213 0.995 0.11
H 2.215 2.570 1.099 0.09
H 3.425 3.804 1.456 0.12
H 3.271 2.562 -1.328 0.11
H 4.125 3.984 -0.803 0.12
H 2.166 5.309 -0.595 0.11
H 2.039 4.486 -2.131 0.10
H 0.033 3.800 -1.471 0.10
H 0.808 2.719 -0.336 0.07
H 0.895 5.048 1.130 0.11
H -0.459 5.393 0.088 0.11
H -0.899 2.777 1.140 0.06
H -0.445 3.796 2.473 0.11
H -2.797 3.908 2.322 0.10
H -2.195 5.461 1.679 0.11
H -3.529 4.969 -0.151 0.11
H -2.273 3.898 -0.618 0.09
H -4.212 2.564 -0.751 0.10
H -5.034 3.417 0.491 0.11
H -2.834 1.875 1.725 0.07
H -4.558 1.671 1.893 0.12
H -4.256 0.430 -0.500 0.08
H -4.247 -0.371 1.030 0.06
H -1.912 1.848 -0.845 0.04
H -1.653 0.624 -1.871 0.08
H -0.402 0.639 1.729 0.10
H -1.852 0.063 2.521 0.12
H 0.787 -0.499 3.265 0.09
H -0.510 -1.369 4.083 0.10
H 0.808 -2.242 3.265 0.10
H -0.511 -3.379 -2.936 0.09
H -1.815 -4.080 -2.003 0.01
H -0.117 -4.272 -1.514 0.08
C 1.620 -7.959 -1.256 -0.06
C 1.045 -7.312 -2.507 -0.50
C 1.172 -8.229 -3.712 -0.06
O 1.716 -6.074 -2.765 -0.07
H 2.685 -8.170 -1.388 0.08
H 1.528 -7.289 -0.400 0.08
H 1.109 -8.894 -1.023 0.08
H -0.006 -7.067 -2.343 0.13
H 2.223 -8.448 -3.919 0.08
H 0.762 -7.751 -4.603 0.08
H 0.648 -9.172 -3.550 0.08
H 2.648 -6.271 -2.915 0.09
```

=====

This record from OMol25 describes a cluster of 7 separate species, C5H19O8 in total. The level of theory is ωB97M-V/def2-TZVPD.

Gap between HOMO and LUMO in eV: 9.861
ΔE to the lowest compared entry with this formula, charge and spin in kcal/mol: 0.0
Energy in eV: -21877.158
Charge: -1
E_LUMO in eV: 3.245
E_HOMO in eV: -6.616

Geometry as XYZ:
```
32
Properties=species:S:1:pos:R:3:lowdin_charge:R:1
O 1.659 0.151 -0.538 -0.07
C 0.993 -0.206 0.474 -0.62
O 0.728 0.523 1.452 -0.03
C 0.546 -1.665 0.519 -0.11
C 0.265 -2.179 -0.892 -0.24
C -0.323 -3.548 -0.882 -0.18
C -1.355 -3.892 -1.666 -0.01
H -0.372 -1.762 1.162 0.12
H 1.306 -2.253 1.045 0.12
H 1.195 -2.158 -1.487 0.12
H -0.329 -1.422 -1.426 0.12
H 0.119 -4.274 -0.177 0.11
H -1.824 -3.225 -2.385 0.06
H -1.780 -4.866 -1.650 0.03
H 3.498 2.424 -1.208 0.02
H 2.938 1.282 -0.366 0.01
O 3.546 2.067 -0.340 -0.08
H -1.414 1.777 -0.739 0.01
H -2.205 1.505 0.539 0.01
O -2.315 1.475 -0.429 -0.10
H -2.237 -0.101 1.802 -0.01
H -0.948 0.687 2.057 0.00
O -1.904 0.707 2.159 -0.06
H 0.984 2.211 1.322 0.02
H 2.199 2.978 0.727 0.01
O 1.303 3.124 1.062 -0.10
H -2.280 -1.692 -0.351 -0.02
H -2.674 -0.195 -0.200 0.00
O -2.843 -1.108 0.133 -0.07
H 0.712 1.502 -1.174 0.01
H 0.404 2.786 -0.421 0.02
O 0.125 2.289 -1.235 -0.10
```

=====

This record from OMol25 describes a structure of composition C5H7NO2. The level of theory is ωB97M-V/def2-TZVPD.

Gap between HOMO and LUMO (alpha / beta) in eV: 8.912 / 8.912
ΔE to the lowest compared entry with this formula, charge and spin in kcal/mol: 106.2
Energy in eV: -10879.011
E_LUMO (alpha / beta) in eV: 0.392 / 0.392
E_HOMO (alpha / beta) in eV: -8.520 / -8.520

Geometry as XYZ:
```
15
Properties=species:S:1:pos:R:3:lowdin_charge:R:1
C -0.825 -1.808 -0.501 -0.27
C -0.745 1.978 0.094 0.00
C -0.199 0.726 0.592 -0.27
C 0.960 -0.218 0.342 -0.46
C 0.549 -1.223 -0.576 0.06
O -1.098 -0.595 -1.147 -0.12
O 2.260 0.284 0.356 0.04
N 0.118 0.031 1.585 0.25
H 2.599 0.208 1.260 0.11
H -0.961 -2.705 -1.110 0.11
H -1.238 -1.947 0.504 0.11
H 1.273 -1.575 -1.303 0.14
H -1.834 1.895 0.083 0.10
H -0.448 2.800 0.750 0.10
H -0.412 2.149 -0.927 0.10
```

=====

This record from OMol25 describes a cluster of 2 separate species, C3H4NOP in total. The level of theory is ωB97M-V/def2-TZVPD.

Gap between HOMO and LUMO (alpha / beta) in eV: 6.643 / 6.650
ΔE to the lowest compared entry with this formula, charge and spin in kcal/mol: 86.2
Energy in eV: -15997.275
E_LUMO (alpha / beta) in eV: -1.120 / -1.118
E_HOMO (alpha / beta) in eV: -7.763 / -7.768

Geometry as XYZ:
```
10
Properties=species:S:1:pos:R:3:lowdin_charge:R:1
C -0.881 0.272 -0.148 -0.24
C 0.344 -0.538 0.273 -0.38
C 1.746 -0.922 0.334 -0.03
N -0.742 -0.856 0.801 0.08
O -2.969 2.548 -1.171 -0.59
P -2.264 2.503 0.134 0.86
H -1.385 0.084 -1.149 0.03
H 2.367 -0.268 -0.176 0.04
H 1.957 -1.850 -0.326 0.13
H 1.827 -0.974 1.427 0.10
```

=====

This record from OMol25 describes a cluster of 2 separate species, C4H11NO2 in total. The level of theory is ωB97M-V/def2-TZVPD.

Gap between HOMO and LUMO in eV: 10.337
ΔE to the lowest compared entry with this formula, charge and spin in kcal/mol: 62.6
SMILES: CCC(C)=O.NO
Energy in eV: -9909.527
E_LUMO in eV: 0.880
E_HOMO in eV: -9.457

Geometry as XYZ:
```
18
Properties=species:S:1:pos:R:3:lowdin_charge:R:1
C 1.406 -1.513 -0.972 -0.11
C -0.042 -1.078 -0.835 -0.19
C -0.188 0.484 -0.653 -0.45
C -1.604 1.000 -0.698 -0.03
O 0.767 1.242 -0.799 0.03
H 1.940 -0.904 -1.709 0.08
H 1.933 -1.415 -0.017 0.07
H 1.467 -2.556 -1.297 0.07
H -0.521 -1.598 0.001 0.11
H -0.591 -1.340 -1.745 0.12
H -2.259 0.335 -0.129 0.08
H -1.637 1.994 -0.244 0.08
H -1.943 1.074 -1.733 0.09
N 0.702 0.616 2.115 -0.03
O -0.632 1.139 2.356 -0.15
H 1.119 1.160 1.348 0.06
H 0.586 -0.388 1.901 0.07
H -0.503 1.750 3.109 0.09
```